Record 1
Below is a 12-piece molecular cluster, C37H74F24N4O28S8 overall in a non-equilibrium geometry, with properties calculated with ωB97M-V with the def2-TZVPD basis set.

CARTESIAN COORDINATES (ANGSTROEM)
C 0.58979 2.10162 1.73538
C 1.68246 2.21145 0.61568
N 2.43388 0.86068 0.26085
C 3.55677 1.26169 -0.68406
C 3.03689 0.29104 1.53290
C 4.23269 1.03456 2.25786
C 1.46484 -0.17883 -0.34453
C 0.41767 0.29590 -1.36288
O 1.06566 0.88955 -2.40521
C 0.26591 1.36351 -3.49508
H 0.12301 3.08465 1.79736
H 0.95396 1.93439 2.74904
H -0.11516 1.29330 1.54097
H 2.35727 2.96660 1.01878
H 1.28565 2.78016 -0.22528
H 4.19495 0.40650 -0.90649
H 4.22581 1.96452 -0.18753
H 3.24615 1.62522 -1.66358
H 3.30636 -0.71843 1.22229
H 2.19660 0.10245 2.20106
H 4.06290 2.09247 2.45812
H 5.15026 0.96340 1.67383
H 4.48372 0.56730 3.21009
H 0.90194 -0.54287 0.51496
H 2.14431 -0.95385 -0.69915
H -0.16480 1.07850 -0.87669
H -0.15902 -0.55887 -1.71628
H 0.04072 2.42788 -3.42779
H -0.63589 0.78286 -3.68925
H 0.80376 1.40365 -4.44229
C -1.89427 -7.79156 1.22575
C -1.62011 -6.34546 0.76924
N -2.71395 -5.48299 0.10697
C -2.96557 -5.95825 -1.36538
C -4.05598 -5.48092 0.89399
C -5.17049 -4.49655 0.50759
C -2.36292 -3.98144 -0.02299
C -0.95859 -3.63875 -0.69284
O 0.04706 -4.35412 -0.06499
C 1.27738 -4.14893 -0.53099
H -1.05179 -8.22990 1.76072
H -2.14884 -8.44732 0.39312
H -2.65902 -7.77391 2.00225
H -0.80346 -6.36680 0.04763
H -1.22178 -5.82274 1.63883
H -3.86565 -5.42648 -1.67389
H -3.18705 -7.02440 -1.31684
H -2.20536 -5.81145 -2.13261
H -3.73638 -5.47160 1.93604
H -4.40049 -6.49296 0.68143
H -5.00607 -3.44085 0.72333
H -6.09505 -4.85255 0.96209
H -5.43820 -4.61171 -0.54273
H -2.25940 -3.74616 1.03627
H -3.10422 -3.38085 -0.55013
H -0.82185 -2.55745 -0.67875
H -0.97916 -3.96774 -1.73181
H 1.90743 -4.81355 0.06012
H 1.57941 -3.10405 -0.45963
H 1.50266 -4.34099 -1.58002
C -1.72668 2.13397 9.56417
C -1.63399 2.80870 8.19323
N -0.65510 2.21156 7.16196
C -1.28634 0.86068 6.74004
C -0.73345 3.11288 5.92697
C -2.08568 3.44616 5.20709
C 0.85783 2.01924 7.67130
C 1.82630 1.60511 6.57258
O 1.45363 0.48723 5.74786
C 1.66747 -0.81791 6.28776
H -2.27648 2.74314 10.28162
H -0.75241 1.85605 9.96624
H -2.24846 1.18311 9.45592
H -1.42757 3.87016 8.33022
H -2.62250 2.80641 7.73395
H -2.37568 0.85996 6.77815
H -0.76184 0.09613 7.31316
H -1.04193 0.68286 5.69279
H 0.00378 2.70450 5.23572
H -0.31575 4.03179 6.33834
H -2.90047 3.68110 5.89194
H -2.49447 2.66374 4.56770
H -1.82283 4.28988 4.56901
H 0.64223 1.24608 8.40877
H 1.13317 2.94725 8.17237
H 2.78393 1.35250 7.02781
H 2.01795 2.49068 5.96667
H 1.44107 -0.93625 7.34739
H 2.70120 -1.15578 6.21454
H 1.09301 -1.55840 5.73119
C -4.85719 2.41435 -6.21857
N -5.24981 1.63115 -7.47641
C -6.38112 0.65359 -7.20575
C -5.66868 2.65804 -8.51541
C -4.00766 0.88140 -8.10468
C -3.22708 -0.13773 -7.22959
O -2.33683 0.56045 -6.35128
H -3.98019 3.02946 -6.42013
H -4.61247 1.61876 -5.51484
H -5.65881 3.04734 -5.83800
H -5.89066 -0.17693 -6.69801
H -6.71784 0.30865 -8.18337
H -7.10837 1.22217 -6.62617
H -6.52026 3.23935 -8.16187
H -5.80579 2.17446 -9.48260
H -4.88514 3.41228 -8.58816
H -3.32018 1.70397 -8.30177
H -4.28966 0.38980 -9.03576
H -2.67657 -0.77915 -7.91779
H -3.87115 -0.85101 -6.71528
H -1.64759 -0.04174 -6.06161
C -3.42027 -0.66502 -2.76773
F -2.50277 -0.95438 -3.63589
F -2.93222 -0.75586 -1.53531
F -3.83270 0.59165 -2.95783
S -4.94188 -1.90777 -2.99582
O -4.27211 -3.23408 -3.06102
O -5.74416 -1.67888 -1.80229
O -5.61239 -1.48648 -4.27185
C 4.79451 1.30168 -4.88663
F 5.02143 0.43965 -3.96379
F 5.08009 0.74746 -6.11885
F 3.46440 1.63020 -4.83485
S 5.93993 2.91818 -4.67738
O 7.32936 2.51696 -4.40876
O 5.82357 3.70212 -5.88609
O 5.39400 3.56189 -3.49349
C 4.77570 4.89821 -0.20548
F 3.95129 4.86541 0.88534
F 5.65235 3.86462 -0.07826
F 4.06355 4.92878 -1.35144
S 5.70375 6.62868 -0.23368
O 4.67950 7.66009 -0.24552
O 6.53785 6.67255 1.01724
O 6.46036 6.66647 -1.49969
C -1.15822 -2.16481 3.62740
F 0.11047 -1.87834 3.32628
F -1.51810 -3.47924 3.50305
F -1.31068 -1.88082 4.91741
S -2.33745 -0.92535 2.54364
O -1.70404 -0.92814 1.21937
O -3.66823 -1.48808 2.51642
O -2.23694 0.38142 3.26753
C -3.36972 3.90973 -0.48695
F -2.50579 3.75426 -1.53549
F -4.54068 4.09952 -0.99449
F -3.33716 2.83967 0.29160
S -2.85804 5.40151 0.58796
O -2.91290 6.59439 -0.27858
O -3.81221 5.48725 1.72080
O -1.48147 5.07923 0.96363
C 4.99454 -3.57709 1.12054
F 5.99511 -2.80237 1.57833
F 5.21581 -4.92351 1.44778
F 3.87367 -3.19654 1.69995
S 4.95099 -3.45400 -0.88382
O 4.06208 -4.50657 -1.34535
O 4.46210 -2.08811 -1.10113
O 6.34538 -3.59687 -1.28141
C 7.52371 2.10897 3.12972
F 6.59655 2.81917 3.67971
F 7.58937 0.90694 3.76613
F 7.37731 1.87905 1.78339
S 9.21505 2.99960 3.49908
O 9.29552 4.08946 2.56714
O 9.00495 3.54772 4.87511
O 10.24296 1.98918 3.36432
C -0.42003 -3.92128 -4.98720
F 0.56059 -3.74560 -4.10060
F -0.30926 -5.15181 -5.48164
F -1.61189 -3.71848 -4.42970
S -0.10267 -2.56827 -6.44079
O -0.31000 -1.20927 -5.83288
O 1.28458 -2.88938 -6.88413
O -1.09263 -2.85502 -7.43726

Results
* F_max: 4.40 eV/A
* E_HOMO: 0.3 eV
* charge: -4
* molar mass: 1735.487 g mol⁻¹
* LUMO energy: 4.08 eV

=====

Record 2
Below is a 11-piece molecular cluster, C37H74O15 overall in a non-equilibrium geometry, with properties calculated with ωB97M-V with the def2-TZVPD basis set.

CARTESIAN COORDINATES (ANGSTROEM)
C 0.48960 -0.25187 0.57359
C -0.39272 -0.44810 -0.69551
O -0.64290 0.93308 -1.15357
C -1.35584 0.99491 -2.24742
C -1.75604 2.30599 -2.68722
O -1.86948 0.09479 -2.85291
H 0.79149 -1.17612 1.07255
H -0.00099 0.12278 1.46825
H 1.29741 0.18073 0.55926
H 0.10599 -0.97139 -1.61115
H -1.29984 -0.90803 -0.45945
H -2.81321 2.53489 -2.27609
H -1.86065 2.31028 -3.80321
H -0.92322 2.90760 -2.38868
C -6.60676 -3.07276 0.36260
C -5.51062 -2.28852 0.98102
O -4.61547 -3.25013 1.31217
C -3.25825 -2.81587 1.48893
C -2.25144 -3.82130 2.17781
O -2.91245 -1.67210 1.34455
H -7.40704 -2.30456 -0.03281
H -7.05536 -3.52660 1.19518
H -6.17859 -3.69271 -0.47069
H -4.98127 -1.43374 0.26902
H -6.03899 -1.74364 1.91301
H -1.88141 -4.41816 1.24955
H -2.44876 -4.56816 3.05224
H -1.58035 -3.09552 2.55527
C 2.05728 3.07834 1.85749
C 3.58015 3.33422 2.40326
O 3.74906 4.67331 2.61171
C 4.91660 5.08893 3.08809
C 4.89121 6.50745 3.39507
O 5.89108 4.31671 3.18025
H 1.92886 2.07706 1.37795
H 1.72590 3.72464 1.04373
H 1.38332 3.01853 2.75097
H 3.90014 2.60772 3.30162
H 4.18512 2.86168 1.70509
H 3.86204 6.68874 4.01314
H 4.92235 6.81158 2.41479
H 5.76413 6.76362 4.00476
C 5.27211 -5.64418 2.65968
C 4.04928 -4.85040 3.08343
O 3.10691 -4.99816 2.02004
C 2.01663 -4.40271 1.96624
C 1.15920 -4.42632 0.75990
O 1.55566 -3.66656 2.98902
H 5.73982 -5.23399 1.87059
H 4.98751 -6.60380 2.17503
H 5.94146 -5.66986 3.42361
H 3.64344 -5.35703 3.91948
H 4.40903 -3.86634 3.05515
H 1.79610 -4.40856 0.04160
H 0.68820 -3.47132 0.63782
H 0.53906 -5.34637 0.80310
C 2.24739 -2.87120 -3.41629
C 2.20971 -1.32804 -3.49852
C 1.22368 -0.63156 -4.38183
O 2.97808 -0.69463 -2.82342
H 3.12439 -3.35478 -3.05249
H 2.25356 -3.28280 -4.36593
H 1.40231 -3.16766 -2.73039
H 0.15463 -0.89091 -3.99553
H 1.23608 -1.13996 -5.33813
H 1.60373 0.33882 -4.54121
C 4.26213 -1.12072 -0.11096
C 4.87965 -1.32492 1.24020
C 4.07512 -0.83734 2.45672
O 6.05446 -1.90272 1.39570
H 3.10195 -1.51366 -0.13958
H 4.69317 -1.77590 -0.84460
H 4.22519 -0.01489 -0.33589
H 4.72343 -0.71557 3.30090
H 3.40865 -1.52507 2.79572
H 3.89198 0.31625 2.43521
C 1.36147 0.81342 4.96835
C -0.01724 0.46677 4.46042
C -0.50850 -0.96582 4.54501
O -0.69300 1.47228 3.94551
H 1.43307 1.87352 5.37832
H 2.09365 0.63719 4.38510
H 1.26813 -0.00104 5.81341
H -1.06532 -1.23249 3.68198
H -0.97952 -1.04208 5.53494
H 0.18029 -1.54486 4.50908
C -4.56221 1.59823 -0.11911
C -5.13824 1.89658 -1.46253
C -5.53137 0.81951 -2.41234
O -5.40785 3.18185 -1.73835
H -4.18909 0.42651 -0.23206
H -5.60610 1.43948 0.56852
H -3.72987 2.12574 0.23331
H -6.15830 0.34417 -1.87920
H -4.86288 0.23044 -2.51099
H -6.11351 1.21813 -3.28638
C 0.33391 4.08956 -4.98870
C -0.56971 4.36983 -6.11978
C -0.01594 5.15051 -7.34011
O -1.85899 4.16609 -5.86126
H 0.36079 2.94940 -4.53984
H 0.28568 4.73532 -4.20097
H 1.33248 4.24341 -5.09883
H 0.99166 5.01373 -7.36489
H 0.02120 6.15183 -7.18494
H -0.53416 4.81951 -8.28583
C -3.41532 -5.82830 -1.73714
C -2.90060 -4.41263 -1.68870
C -3.68498 -3.22507 -2.30281
O -1.66993 -4.11863 -1.27022
H -3.70218 -6.05825 -2.60314
H -4.28286 -5.57397 -1.03964
H -2.48466 -6.41156 -1.43628
H -4.39060 -3.63153 -2.93819
H -3.12049 -2.41168 -3.05414
H -4.19984 -2.77612 -1.33922
C -0.18221 6.53294 0.76772
C 0.02261 5.19157 0.01043
C -1.01468 3.95572 0.41297
O 1.05996 5.08631 -0.79558
H -1.12079 6.95834 0.50685
H 0.77854 7.10649 0.72490
H -0.37218 6.14123 1.78949
H -0.73707 2.93149 -0.16298
H -1.89804 4.28274 -0.01780
H -1.25896 3.71872 1.27707

Results
* F_max: 12.18 eV/A
* SMILES: CCOC(C)=O.CCOC(C)=O.CCOC(C)=O.CCOC(C)=O.CC(C)=O.CC(C)=O.CC(C)=O.CC(C)=O.CC(C)=O.CC(C)=O.CC(C)=O
* E_HOMO: -9.4 eV
* molar mass: 758.984 g mol⁻¹
* relative energy (zero: lowest compared OMol25 entry of this formula, charge and spin): 65.7 kcal/mol
* LUMO energy: 0.42 eV

=====

Record 3
Below is C37H77AlBN4P3 as an isolated structure, with properties calculated with ωB97M-V with the def2-TZVPD basis set.

CARTESIAN COORDINATES (ANGSTROEM)
Al -0.30410 -0.56275 0.09791
C 1.52157 -4.97413 -2.04509
C 1.33071 -4.17658 -0.74639
C 0.02898 -4.65045 -0.10143
C 2.46293 -4.47132 0.24326
P 1.16331 -2.33545 -1.05632
C 0.13231 -2.25851 -2.59659
N -0.31265 -0.90108 -2.82840
B -0.53255 0.11991 -1.84403
N -0.60850 1.35771 -2.55404
C -0.68326 2.73667 -2.09670
P 0.38250 3.12368 -0.62015
C -0.81984 4.03816 0.47334
C -2.02896 3.11128 0.54375
C -1.28757 5.41475 -0.00114
C -0.22041 4.14203 1.88239
C 1.66309 4.31479 -1.31511
C 1.13737 5.51659 -2.11174
C 2.54509 4.82811 -0.17468
C 2.54378 3.46254 -2.23385
C -0.45107 1.07665 -3.92223
C -0.45514 1.92403 -5.02130
C -0.24077 1.36982 -6.27494
C -0.04316 0.00028 -6.43545
C -0.06029 -0.85315 -5.34240
C -0.26209 -0.29708 -4.08965
C 2.81200 -1.57484 -1.53240
C 2.57821 -0.24489 -2.24387
C 3.62266 -1.28675 -0.26352
C 3.62628 -2.45440 -2.48540
H 1.62150 -6.02555 -1.76882
H 2.40753 -4.70291 -2.60576
H 0.65605 -4.90138 -2.70164
H -0.00418 -5.74021 -0.12871
H -0.86523 -4.28790 -0.61251
H -0.00535 -4.34854 0.93952
H 2.40238 -5.52370 0.52622
H 2.36304 -3.87871 1.15493
H 3.45329 -4.30464 -0.17137
H -0.70219 -2.95818 -2.48949
H 0.72854 -2.60502 -3.44414
H -1.71872 3.01101 -1.89111
H -0.35691 3.37596 -2.91510
H -2.64898 3.15408 -0.35184
H -2.65885 3.37844 1.39383
H -1.70305 2.07473 0.67433
H -1.61069 5.40825 -1.04257
H -0.51274 6.16828 0.11179
H -2.13828 5.73550 0.60429
H 0.22004 3.19471 2.21069
H -1.00393 4.41001 2.59319
H 0.55303 4.90204 1.95275
H 0.80101 6.32081 -1.46402
H 0.32372 5.27919 -2.79497
H 1.95142 5.91551 -2.71923
H 2.02075 5.53510 0.46338
H 3.40505 5.35301 -0.59584
H 2.92673 4.01294 0.44445
H 1.98599 2.98438 -3.04215
H 3.06067 2.69325 -1.66624
H 3.30016 4.10159 -2.69297
H -0.62715 2.98650 -4.92236
H -0.23779 2.01203 -7.14305
H 0.11010 -0.40460 -7.42460
H 0.06345 -1.91934 -5.47761
H 1.96989 0.44668 -1.66070
H 2.12288 -0.36455 -3.22518
H 3.55568 0.21842 -2.39039
H 3.15070 -0.50641 0.33117
H 4.60776 -0.92337 -0.56104
H 3.76287 -2.15191 0.37778
H 3.08169 -2.68744 -3.39975
H 3.97925 -3.37765 -2.03695
H 4.50728 -1.88073 -2.77946
C -3.91356 -0.69193 -0.91303
C -3.79900 -0.20572 0.53678
C -5.16984 -0.18523 1.22191
P -2.44257 -1.11121 1.39516
C -2.43146 -0.66015 3.19366
C -3.57490 -1.23229 4.04479
C -2.38981 0.85715 3.38674
C -2.69779 -2.93909 1.27627
C -1.83745 -3.61676 2.34818
C -4.13000 -3.47142 1.34224
H -4.57620 -0.02382 -1.46271
H -4.34425 -1.69090 -0.96820
H -2.95833 -0.70556 -1.43864
H -3.44235 0.82552 0.51537
H -5.56317 -1.17455 1.43073
H -5.87130 0.30809 0.54782
H -5.16247 0.38733 2.14590
H -1.48830 -1.07681 3.56685
H -4.55274 -0.97361 3.65140
H -3.50350 -0.80035 5.04433
H -3.53438 -2.30927 4.15861
H -3.34490 1.31146 3.12727
H -1.63278 1.36023 2.79391
H -2.19382 1.08475 4.43467
H -2.28904 -3.18818 0.29056
H -2.27974 -3.51796 3.33300
H -0.82477 -3.20654 2.39918
H -1.75305 -4.68186 2.13835
H -4.62553 -3.20108 2.27326
H -4.09411 -4.56055 1.29587
H -4.74404 -3.13263 0.51218
C 3.35290 0.62027 3.04591
C 2.23814 -0.29938 3.52686
C 2.81681 -1.53444 4.20766
C 1.30598 0.44443 4.48409
N 1.51929 -0.84403 2.33643
N 0.79431 0.15663 1.58786
H 3.93771 0.95665 3.90023
H 2.97114 1.52115 2.55840
H 4.02252 0.10187 2.36096
H 3.42323 -1.24165 5.06250
H 3.44512 -2.09517 3.51707
H 2.02565 -2.19170 4.57463
H 1.84947 0.72540 5.38434
H 0.46923 -0.18637 4.79240
H 0.91730 1.37636 4.06468
H 0.82191 -1.51422 2.65914
H 1.47089 0.78686 1.13736
H 0.24469 0.76496 2.21446

Results
* F_max: 0.46 eV/A
* E_HOMO: -12.6 eV
* charge: +2
* molar mass: 708.767 g mol⁻¹
* relative energy (zero: lowest compared OMol25 entry of this formula, charge and spin): 12.4 kcal/mol
* LUMO energy: -5.00 eV

=====

- Among the records above, which one has the highest molar mass?
  C37H74F24N4O28S8